Formula: C11H13ClHgO3S
Source: OMol25
Level of theory: ωB97M-V/def2-TZVPD

Summary:
LUMO energy   0.2000 hartree
Total charge   -2
E_tot   -1664.41654 Eh

The geometry in XYZ format:
```
30
Properties=species:S:1:pos:R:3:mulliken_charge:R:1
C -2.296 -0.946 -0.090 -0.806
C -1.698 -1.123 -1.378 -0.790
C -1.480 0.166 -1.941 -0.263
H -1.450 -2.083 -1.831 0.336
C -1.898 1.142 -1.004 -0.681
C -2.401 0.467 0.154 -0.782
H -2.902 0.921 0.999 0.608
H -2.611 -1.729 0.594 0.501
H -1.056 0.366 -2.923 0.490
H -1.868 2.220 -1.133 0.333
Hg -0.066 -0.214 0.335 1.853
Cl 0.294 -2.253 1.648 -0.711
C 2.374 0.124 0.278 -0.591
C 1.994 1.369 -0.336 -0.735
C 1.556 1.084 -1.662 -0.495
H 2.076 2.342 0.120 0.344
C 1.651 -0.320 -1.880 -0.505
C 2.168 -0.921 -0.693 -0.853
H 2.358 -1.973 -0.531 0.446
H 2.796 -0.003 1.265 0.529
H 1.185 1.815 -2.363 0.411
H 1.355 -0.862 -2.766 0.443
C 0.707 0.507 4.088 -0.940
S -0.691 1.042 3.176 1.049
O -1.501 -0.101 2.922 -0.562
O -1.237 2.239 3.854 -0.726
O -0.066 1.525 1.869 -0.763
H 0.317 0.020 4.937 0.357
H 1.250 1.380 4.374 0.300
H 1.355 -0.178 3.562 0.205
```